{
  "formula": "C35H62ClN3O7P",
  "method": "ωB97M-V/def2-TZVPD",
  "total_charge": 1,
  "e_homo_ha": -0.3998,
  "homo_lumo_gap_ev": 8.7,
  "species": ["H", "H", "H", "C", "C", "C", "H", "O", "H", "C", "C", "H", "O", "H", "H", "H", "H", "H", "N", "C", "H", "H", "H", "H", "P", "C", "H", "H", "C", "H", "H", "C", "H", "C", "H", "H", "H", "H", "C", "H", "C", "Cl", "O", "C", "H", "H", "H", "C", "O", "C", "H", "H", "C", "H", "N", "C", "H", "O", "H", "H", "H", "O", "H", "H", "H", "C", "C", "H", "O", "H", "H", "C", "C", "C", "C", "H", "H", "H", "H", "H", "H", "H", "C", "H", "H", "H", "H", "C", "H", "H", "C", "C", "C", "H", "C", "C", "H", "C", "C", "C", "N", "H", "C", "H", "H", "H", "H", "C", "H"],
  "positions_angstrom": [[3.594, 0.657, 1.811], [6.326, 7.501, 1.436], [-2.479, -2.248, 1.994], [1.651, -0.555, 0.125], [-0.561, -0.124, -2.324], [8.496, 3.905, 3.374], [2.217, -0.949, -0.726], [-7.799, 1.152, -0.209], [-6.765, 0.654, 2.667], [-0.005, -5.464, 0.643], [2.205, -1.257, -4.635], [1.492, -5.852, -0.385], [7.127, 3.928, 3.027], [-0.507, -6.525, 2.459], [-2.928, -2.895, -0.033], [-8.759, -1.113, -0.366], [-1.118, 0.747, -2.697], [-1.762, -2.901, -2.858], [1.142, -6.011, 0.564], [-7.743, -1.492, -0.499], [-5.030, -1.358, -1.351], [-1.638, -5.224, -0.650], [-6.228, -2.465, -3.470], [-6.689, 2.182, 1.781], [-1.014, 1.537, -0.144], [3.253, -0.385, -4.449], [1.260, -2.970, -0.180], [-1.100, -0.970, -2.764], [-7.082, 0.502, 0.530], [3.875, 1.333, -3.306], [1.754, 0.530, 0.050], [-7.357, -1.440, -1.995], [-2.624, -4.185, -2.081], [5.104, 5.184, 3.446], [5.977, 3.678, 4.696], [4.029, -0.066, 0.273], [-0.800, -3.213, 0.960], [-3.316, 0.483, 0.760], [6.091, 6.451, 1.622], [0.016, 3.495, -0.762], [-2.128, -2.549, -0.703], [1.616, -0.652, 2.919], [-0.156, 1.787, 1.253], [-0.754, -0.259, -0.777], [-1.922, 0.791, 2.710], [4.274, 6.386, 0.486], [4.574, 4.532, 2.750], [0.388, -2.460, -0.607], [5.212, 4.529, 0.449], [-3.883, -2.588, -2.662], [-0.111, -4.895, -1.448], [1.844, 1.558, -2.102], [-1.790, -0.277, 2.839], [-7.706, -2.546, -0.203], [-0.265, 2.652, -1.255], [-3.068, -0.560, 0.586], [-1.852, -5.600, 1.794], [-6.814, -0.820, 0.368], [9.052, 3.535, 2.514], [4.414, 5.403, 4.265], [4.549, -0.819, 1.868], [5.387, 6.446, 2.857], [8.855, 4.913, 3.608], [7.041, 5.922, 1.706], [-3.690, -1.618, -3.148], [-2.169, -0.974, -0.585], [-0.848, -3.237, -0.139], [-4.030, -1.080, 0.459], [-3.245, -0.576, 3.058], [-0.114, -1.229, 0.910], [-8.247, -1.425, -2.634], [-0.766, -5.595, 1.953], [0.823, -0.126, -2.980], [6.313, 4.494, 4.043], [-5.033, -2.411, -1.642], [-0.540, -4.729, 2.588], [-4.956, -3.065, -0.770], [-6.840, -0.489, -2.183], [-5.323, 1.051, 1.696], [6.882, 5.215, 4.639], [-4.172, -3.259, -3.479], [5.764, 6.259, -0.488], [-0.670, -4.722, -0.522], [0.236, -1.838, -4.146], [2.660, -2.104, 1.319], [0.022, 2.732, 1.356], [-6.870, -3.546, -2.162], [1.036, -1.128, -3.923], [-0.982, 2.912, -1.925], [-2.718, -0.635, -1.475], [3.769, -0.304, 1.309], [-2.668, -1.174, 1.952], [-6.413, 1.127, 1.744], [8.672, 3.239, 4.225], [1.905, 0.741, -2.817], [3.087, 0.613, -3.510], [-1.270, -0.702, 3.690], [5.279, 5.950, 0.446], [2.402, -1.041, 1.366], [-6.394, -2.589, -2.395], [0.257, -1.081, -0.042], [0.531, -2.466, -1.690], [4.052, 4.039, -0.173], [3.151, 4.447, 0.304], [4.064, 4.292, -1.240], [4.033, 2.954, -0.061], [4.175, -0.470, -5.014], [-2.528, -3.093, -2.088], [2.304, -2.045, -5.376]],
  "atomic_forces_ev_per_a": [[0.29, -0.07, -0.17], [-0.07, 0.01, 0.02], [-0.19, 0.10, 0.15], [0.87, 0.07, -0.26], [0.60, -0.39, -0.08], [-0.11, -0.09, -0.06], [-0.15, 0.13, 0.09], [0.60, -1.11, 0.58], [0.17, -0.10, -0.21], [0.29, -0.50, -0.02], [0.38, -0.54, -0.77], [0.29, -0.16, 0.15], [0.09, 0.25, -0.09], [0.22, 0.25, -0.02], [0.07, 0.11, -0.18], [0.24, 0.12, 0.23], [0.01, -0.03, 0.43], [-0.02, -0.01, 0.27], [-0.35, 0.38, -0.39], [-0.11, -0.72, -1.10], [0.18, -0.30, 0.49], [0.07, 0.30, -0.02], [0.00, -0.44, 0.10], [0.02, -0.17, -0.12], [-1.88, 1.14, 0.02], [0.31, 0.13, 0.07], [0.01, 0.45, 0.05], [0.18, 0.16, 0.02], [-0.29, 1.19, -0.18], [-0.05, -0.13, -0.11], [-0.72, -0.08, 0.19], [0.48, -0.01, 0.27], [0.18, 0.19, 0.41], [-0.07, 0.12, 0.14], [-0.06, 0.14, 0.17], [0.34, -0.38, 0.17], [-0.39, 0.26, -0.17], [0.42, 0.06, -0.36], [-0.03, 0.17, 0.09], [0.13, -0.01, -0.15], [-0.37, -0.52, 0.47], [-0.29, -0.37, -0.29], [0.56, -0.39, -0.90], [-0.34, 0.69, -0.03], [1.49, -0.02, -0.42], [-0.01, 0.00, 0.03], [0.18, -0.11, -0.07], [-0.56, -1.37, 0.59], [-0.24, -0.14, 0.29], [0.77, 0.26, 0.45], [-0.02, 0.27, 0.12], [-0.18, -0.08, -0.13], [-2.97, -0.60, 0.71], [-0.10, 0.26, 0.27], [0.35, -0.79, 0.44], [-0.61, -2.08, 1.79], [0.19, 0.06, -0.05], [-0.51, 0.58, 0.20], [-0.06, -0.05, 0.00], [0.05, 0.06, 0.01], [-0.03, -0.08, -0.31], [-0.01, -0.09, -0.08], [0.03, -0.03, 0.10], [-0.07, -0.18, -0.10], [-0.29, -0.13, 0.04], [0.05, 0.33, -0.57], [0.29, 0.30, -1.16], [0.04, 0.40, -0.58], [-0.08, -0.98, -0.08], [-0.04, 0.37, -0.04], [0.03, -0.16, 0.26], [-0.37, 0.34, -0.43], [0.29, -0.47, -0.29], [-0.02, -0.31, -0.23], [-0.41, 0.09, -1.62], [0.01, -0.28, 0.12], [-0.01, 0.11, -0.08], [-0.20, -0.10, 0.01], [-0.18, -0.18, 0.07], [-0.02, 0.02, 0.00], [0.05, -0.02, 0.23], [-0.07, 0.19, 0.01], [-0.39, -0.61, 0.98], [0.09, 0.11, 0.11], [-0.70, 0.00, 0.22], [0.02, -0.11, 0.22], [0.19, -0.02, -0.31], [-0.79, -0.47, -0.06], [0.13, 0.18, 0.03], [0.10, -0.01, 0.21], [-0.94, 0.76, 0.50], [1.73, 2.23, -0.35], [-0.07, -0.07, -0.15], [0.09, 0.07, 0.05], [-0.67, 0.74, 1.14], [0.42, 0.35, -0.02], [0.49, 0.23, -0.36], [0.31, -0.21, -0.10], [1.40, 0.28, -0.59], [-0.22, 1.14, 0.70], [1.23, -0.37, 0.05], [-0.22, 0.46, 0.13], [0.25, 0.09, -0.06], [-0.06, 0.07, -0.12], [-0.26, -0.04, -0.03], [0.12, 0.00, -0.02], [-0.13, -0.05, 0.05], [-0.25, -0.07, -0.76], [-0.12, 0.05, 0.13]]
}